Entry 1:
Molecular formula: C4H7N2O2
Method: DFT, ωB97M-V with the def2-TZVPD basis set

ORCA input file:
```
! RIJCOSX wB97M-V def2-TZVPD def2/J DEFGRID3
* xyz 1 1
C -0.533 -1.903 -0.716
C -0.281 -0.590 -0.172
N -1.260 0.324 -0.144
O -0.978 1.709 -0.220
C 0.367 2.093 0.179
O 0.745 3.180 -0.124
C 1.004 1.055 0.963
N 0.971 -0.195 0.193
H -1.125 -2.655 -0.139
H 0.357 -2.595 -0.810
H -1.296 -1.961 -1.581
H -2.212 0.135 -0.560
H 2.089 1.314 1.117
H 0.391 0.914 1.798
H 1.761 -0.825 0.215
*
```

Properties
Kohn-Sham gap	10.654	eV
ΔE to the lowest compared entry with this formula, charge and spin	48.32	kcal per mole
M	115.11	g/mol

***

Entry 2:
Molecular formula: C4H7N2O3
Method: DFT, ωB97M-V with the def2-TZVPD basis set

ORCA input file:
```
! RIJCOSX wB97M-V def2-TZVPD def2/J DEFGRID3
* xyz 1 1
C 0.728 1.629 0.449
N 0.341 0.305 0.348
C -0.192 -0.218 -0.709
C -0.818 -1.513 -1.017
C -0.948 -1.799 -2.428
O -0.646 -1.102 -3.328
N -1.237 -2.315 -0.042
O -1.865 -3.306 -0.127
O -0.792 -1.984 1.164
H 0.552 2.249 -0.387
H 0.357 2.045 1.363
H 1.811 1.509 0.562
H 0.463 -0.311 1.230
H -0.342 0.383 -1.673
H -1.558 -2.743 -2.523
H -1.113 -2.622 1.746
*
```

Properties
Kohn-Sham gap	8.816	eV
ΔE to the lowest compared entry with this formula, charge and spin	112.40	kcal per mole
M	131.11	g/mol

***

Entry 3:
Molecular formula: C4H7N2O4P
Method: DFT, ωB97M-V with the def2-TZVPD basis set

ORCA input file:
```
! RIJCOSX wB97M-V def2-TZVPD def2/J DEFGRID3
* xyz 0 3
C -0.671 -3.916 -1.453
C 1.817 1.528 0.216
C -2.080 0.022 0.410
C 0.202 -3.029 -0.746
N -1.170 -4.604 -2.254
N -0.036 -2.005 0.029
O 1.244 -1.349 0.372
O 0.944 -0.424 2.691
O 0.500 1.033 0.293
O -1.098 -0.211 1.433
P 0.484 -0.255 1.355
H 1.661 2.535 0.253
H 2.054 1.456 -0.829
H 2.486 1.132 0.877
H -1.852 1.012 0.008
H -3.049 -0.129 0.774
H -1.824 -0.658 -0.476
H 1.288 -3.281 -0.730
*
```

Properties
Kohn-Sham gap (spin up / spin down)	8.618 / 6.969	eV
⟨S²⟩	2.02
M	178.08	g/mol

***

Entry 4:
Molecular formula: C4H7N2O4S2
Method: DFT, ωB97M-V with the def2-TZVPD basis set

ORCA input file:
```
! RIJCOSX wB97M-V def2-TZVPD def2/J DEFGRID3
* xyz -1 1
C 3.553 0.278 0.041
C -1.558 -0.180 0.504
C -2.203 0.464 -0.772
C -1.712 0.725 1.597
N 1.875 0.335 -0.120
N 1.286 -0.768 -0.212
O 3.872 -0.864 0.333
O 4.124 1.330 -0.223
O -1.725 -0.292 -1.856
O -2.395 0.610 2.585
S 1.154 1.760 -0.449
S 2.132 -2.168 0.126
H -0.546 -0.442 0.411
H -2.069 -1.247 0.781
H -1.803 1.599 -0.981
H -3.229 0.544 -0.874
H -1.153 1.613 1.330
H -0.753 -0.345 -1.994
H 1.149 -2.952 -0.226
*
```

Properties
Kohn-Sham gap (spin up / spin down)	7.621 / 7.622	eV
M	211.24	g/mol

***

Entry 5:
Molecular formula: C4H7N2OS
Method: DFT, ωB97M-V with the def2-TZVPD basis set

ORCA input file:
```
! RIJCOSX wB97M-V def2-TZVPD def2/J DEFGRID3
* xyz 1 1
C 1.578 -1.008 -0.466
C 2.463 -0.087 -0.127
C 0.184 -0.743 -0.583
C -3.307 0.145 0.118
N -0.186 0.322 -0.077
N 2.094 1.075 0.495
O -2.475 0.839 -0.120
S -4.639 -0.838 0.238
H 1.945 -2.010 -0.741
H 3.492 -0.295 -0.267
H -0.514 -1.322 -1.205
H 1.044 1.107 0.489
H 2.740 1.902 0.347
H -1.510 0.595 -0.647
H -5.481 -0.006 0.725
*
```

Properties
Kohn-Sham gap (spin up / spin down)	7.356 / 6.195	eV
ΔE to the lowest compared entry with this formula, charge and spin	157.09	kcal per mole
M	131.18	g/mol

***

Entry 6:
Molecular formula: C4H7N2P
Method: DFT, ωB97M-V with the def2-TZVPD basis set

ORCA input file:
```
! RIJCOSX wB97M-V def2-TZVPD def2/J DEFGRID3
* xyz 0 1
C 2.283 -1.462 -0.158
C 0.376 -0.734 1.179
C -1.021 0.454 -0.514
C -0.933 -0.187 0.909
N 3.083 -0.456 -0.439
N 1.132 -1.311 0.455
P 2.792 1.020 0.111
H 2.667 -2.424 -0.433
H -2.005 0.574 -0.716
H -0.751 -0.358 -1.084
H -0.372 1.264 -0.814
H -1.790 -0.948 1.153
H -1.112 0.588 1.588
H 4.049 1.498 -0.535
*
```

Properties
Kohn-Sham gap (spin up / spin down)	6.948 / 6.895	eV
ΔE to the lowest compared entry with this formula, charge and spin	80.44	kcal per mole
M	114.09	g/mol